# 1
Molecular formula: C18H36F6O18PV
Method: DFT, the ωB97M-V functional and the def2-TZVPD basis

Geometry as ORCA input:
```
! RIJCOSX wB97M-V def2-TZVPD def2/J DEFGRID3
* xyz 0 5
V 0.35 -0.02 -0.05
P 2.71 -2.12 -0.79
F 1.96 -3.53 -0.77
F 1.52 -1.40 -1.67
F 1.72 -1.68 0.44
F 3.56 -0.75 -0.75
F 3.77 -2.79 0.27
F 3.53 -2.54 -2.15
C -3.09 -3.81 1.91
O -2.32 -2.75 1.41
C -1.64 -2.80 0.29
O -1.00 -1.81 -0.17
O -1.67 -4.10 -0.25
C -0.94 -4.39 -1.35
H -2.51 -4.68 2.20
H -3.78 -4.08 1.11
H -3.74 -3.56 2.75
H -1.63 -4.52 -2.18
H -0.45 -5.34 -1.15
H -0.19 -3.64 -1.60
C 4.56 0.37 2.05
O 3.94 1.55 2.34
C 2.74 1.89 1.86
O 1.98 1.21 1.16
O 2.63 3.20 2.19
C 1.38 3.83 2.12
H 3.76 -0.36 2.24
H 5.44 0.29 2.69
H 4.81 0.36 0.99
H 1.04 3.72 1.09
H 1.32 4.88 2.40
H 0.65 3.36 2.77
C -2.70 3.74 1.04
O -3.30 2.48 0.91
C -2.57 1.35 0.79
O -1.39 1.33 0.49
O -3.40 0.28 0.64
C -4.81 0.28 0.58
H -3.25 4.49 0.48
H -1.75 3.70 0.51
H -2.47 4.00 2.08
H -4.99 -0.75 0.86
H -5.23 0.53 -0.39
H -5.21 0.78 1.47
C 3.93 2.03 -2.00
O 2.88 2.93 -2.24
C 1.57 2.58 -1.99
O 1.21 1.57 -1.35
O 0.69 3.38 -2.62
C 1.04 4.47 -3.53
H 3.80 1.11 -2.57
H 3.99 1.73 -0.95
H 4.83 2.58 -2.27
H 0.17 4.85 -4.07
H 1.80 4.15 -4.25
H 1.36 5.34 -2.97
C 0.11 0.39 -4.60
O -1.21 -0.13 -4.23
C -1.60 -0.24 -3.01
O -0.96 0.12 -2.01
O -2.81 -0.91 -2.85
C -3.64 -1.07 -3.96
H 0.30 0.22 -5.66
H 0.98 -0.13 -4.19
H 0.22 1.46 -4.41
H -4.69 -1.19 -3.70
H -3.33 -2.02 -4.38
H -3.58 -0.37 -4.80
C -1.32 -0.99 5.19
O -0.73 -0.29 4.13
C 0.11 -0.85 3.31
O 0.18 -0.55 2.11
O 0.89 -1.85 3.93
C 2.03 -2.56 3.35
H -0.62 -1.68 5.65
H -2.05 -1.65 4.74
H -1.88 -0.29 5.81
H 2.90 -1.93 3.18
H 1.79 -2.97 2.37
H 2.31 -3.43 3.96
*
```

- <S²> = 6.006
- E_HOMO (spin up / spin down) (Eh) = -0.075 / -0.367
- E_LUMO (spin up / spin down) (eV) = 0.467 / 0.420



# 2
Molecular formula: C20H46GaO4P4
Method: DFT, the ωB97M-V functional and the def2-TZVPD basis

Geometry as ORCA input:
```
! RIJCOSX wB97M-V def2-TZVPD def2/J DEFGRID3
* xyz 3 1
Ga -1.28 -1.90 -0.11
P 0.56 -0.82 1.34
P 0.09 -2.97 -1.79
P -2.87 -2.24 1.56
H -0.65 3.07 -0.99
C -1.64 2.95 -0.51
C -1.81 3.00 0.83
H -1.01 3.36 1.49
C 1.80 0.26 0.55
C 1.56 -2.20 2.03
C 0.06 0.15 2.81
C -0.48 -2.72 -3.51
C 1.81 -2.34 -1.81
C 0.34 -4.76 -1.62
C -3.30 -0.61 2.29
C -2.11 -3.16 2.95
C -4.44 -3.08 1.23
H -2.45 2.65 -1.18
H -2.77 2.80 1.31
H 1.32 1.11 0.05
H 2.37 -0.27 -0.22
H 2.50 0.65 1.29
H 2.18 -2.66 1.26
H 0.90 -2.97 2.45
H 2.21 -1.82 2.83
H -0.64 0.95 2.52
H 0.95 0.61 3.27
H -0.43 -0.49 3.56
H -0.77 -3.69 -3.95
H 0.34 -2.30 -4.11
H -1.33 -2.03 -3.59
H 2.47 -3.06 -2.32
H 2.17 -2.23 -0.78
H 1.87 -1.37 -2.30
H 0.92 -5.15 -2.47
H -0.62 -5.28 -1.56
H 0.89 -4.99 -0.70
H -4.38 -0.53 2.46
H -2.99 0.19 1.59
H -2.77 -0.47 3.24
H -2.90 -3.51 3.63
H -1.41 -2.52 3.50
H -1.57 -4.03 2.55
H -4.97 -3.29 2.16
H -4.25 -4.03 0.72
H -5.08 -2.46 0.58
C -4.28 -1.86 -2.59
C -4.11 -2.44 -3.86
C -5.25 -2.65 -4.64
C -6.52 -2.36 -4.14
C -6.67 -1.82 -2.86
C -5.54 -1.55 -2.09
O -3.23 -1.54 -1.74
H -2.34 -1.66 -2.17
H -3.12 -2.72 -4.21
H -5.14 -3.07 -5.65
H -7.40 -2.53 -4.76
H -7.65 -1.62 -2.43
H -5.57 -1.08 -1.11
C 1.48 4.50 -0.73
O 1.87 3.18 -1.14
P 2.74 2.89 -2.53
O 4.12 3.70 -2.27
C 4.79 3.81 -1.00
O 3.17 1.30 -2.23
C 4.49 0.81 -2.53
H 0.77 4.36 0.09
H 0.99 5.06 -1.54
H 2.34 5.09 -0.36
H 4.55 4.77 -0.54
H 4.57 2.99 -0.31
H 5.87 3.78 -1.22
H 4.37 -0.27 -2.68
H 4.91 1.27 -3.44
H 5.18 0.97 -1.69
*
```

- E_HOMO (Eh) = -0.561
- E_LUMO (eV) = -11.384



# 3
Molecular formula: C18H60N2O12
Method: DFT, the ωB97M-V functional and the def2-TZVPD basis

Geometry as ORCA input:
```
! RIJCOSX wB97M-V def2-TZVPD def2/J DEFGRID3
* xyz 0 1
N 1.12 0.16 -0.17
C -0.12 0.24 0.27
N -0.94 -0.45 -0.49
O -0.46 0.92 1.43
H 1.87 0.63 0.49
H 1.50 -0.58 -0.75
H -1.94 -0.39 -0.12
H -0.76 -1.01 -1.40
C -1.91 1.23 -2.90
C -1.98 2.41 -3.90
O -1.33 3.54 -3.41
H -0.96 0.72 -3.02
H -2.69 0.56 -3.20
H -1.93 1.59 -1.89
H -2.98 2.77 -4.06
H -1.57 2.11 -4.87
H -0.73 3.23 -2.73
C -3.86 -2.47 -2.73
C -4.04 -1.98 -1.37
O -4.90 -2.80 -0.61
H -3.03 -1.79 -3.13
H -4.72 -2.40 -3.34
H -3.56 -3.52 -2.82
H -4.41 -0.86 -1.24
H -3.09 -2.01 -0.89
H -4.83 -2.60 0.36
C 3.68 -2.10 -0.74
C 3.38 -1.95 -2.32
O 3.69 -0.65 -2.82
H 2.83 -1.97 -0.14
H 4.49 -1.49 -0.35
H 3.91 -3.14 -0.56
H 2.38 -2.25 -2.75
H 4.00 -2.70 -2.75
H 3.90 -0.71 -3.77
C 1.45 0.04 3.90
C 2.26 -1.05 3.09
O 3.65 -0.82 3.27
H 1.94 1.01 3.61
H 1.56 -0.25 4.99
H 0.33 0.06 3.68
H 2.06 -1.14 2.00
H 2.15 -2.01 3.53
H 3.78 -0.12 3.97
C 1.93 2.23 -3.60
C 2.02 2.75 -2.21
O 0.78 2.50 -1.65
H 2.95 2.26 -4.09
H 1.01 2.60 -4.05
H 1.74 1.09 -3.57
H 2.36 3.78 -2.36
H 2.78 2.22 -1.71
H 0.73 1.62 -1.25
C -1.08 -2.48 2.26
C -0.96 -3.84 3.06
O 0.20 -4.62 2.81
H -1.10 -2.77 1.21
H -0.26 -1.88 2.48
H -2.01 -1.90 2.39
H -1.85 -4.36 2.95
H -0.98 -3.56 4.09
H 0.10 -5.52 3.15
C 3.97 1.21 0.60
O 2.81 1.64 1.29
H 3.83 1.09 -0.39
H 4.38 0.30 1.04
H 4.84 1.91 0.64
H 3.13 2.04 2.11
C 0.76 4.09 2.16
O 1.14 3.96 0.87
H 0.79 5.18 2.43
H 1.49 3.58 2.76
H -0.30 3.75 2.30
H 1.02 3.03 0.63
C -1.39 2.36 4.15
O -2.17 1.48 3.43
H -1.51 3.43 3.81
H -0.33 2.20 4.23
H -1.72 2.48 5.09
H -1.64 1.25 2.66
C -4.19 1.20 0.59
O -3.39 0.11 0.88
H -3.77 1.73 -0.30
H -4.33 1.95 1.36
H -5.17 0.83 0.32
H -3.62 -0.29 1.64
C -0.23 -2.98 -1.96
O -0.58 -1.85 -2.69
H -1.01 -3.15 -1.11
H 0.71 -2.81 -1.49
H -0.23 -3.74 -2.70
H -0.81 -2.08 -3.61
*
```

- structure (SMILES) = NC(N)=O.CCO.CCO.CCO.CCO.CCO.CCO.CO.CO.CO.CO.CO
- E_HOMO (Eh) = -0.332
- E_LUMO (eV) = 0.066



Number 1: F_max 5.3 eV Å⁻¹. Number 2: F_max 3.6 eV Å⁻¹. Number 3: F_max 6.4 eV Å⁻¹.